Entry 1:
Formula: C58H49Ge2N3O2PdS2
Source: the OMol25 dataset
Level of theory: ωB97M-V/def2-TZVPD

Element x y z (Å)
H 18.106 -10.189 13.858
C 19.544 -3.930 15.505
H 14.829 -6.714 15.683
C 20.441 -8.614 12.436
H 15.867 -11.318 10.452
C 15.861 -10.196 16.166
H 13.925 -8.145 11.626
C 22.471 -10.399 13.279
C 14.365 -10.066 12.364
H 20.523 -5.529 16.494
H 10.697 -11.002 11.601
H 19.020 -7.878 9.365
H 23.007 -10.510 11.193
S 15.473 -2.978 12.756
C 21.942 -4.196 11.511
C 18.997 -11.745 12.674
C 20.605 -8.960 13.785
C 14.497 -10.115 16.475
C 21.125 -5.204 12.075
H 22.242 -4.107 17.554
C 22.621 -5.285 13.979
C 18.014 -10.820 12.994
H 14.555 -12.064 13.079
H 22.204 -2.833 9.866
Ge 18.964 -7.382 11.926
H 12.433 -4.686 11.597
H 14.081 -9.156 16.775
C 15.971 -7.368 17.379
C 18.952 -10.296 17.747
C 19.556 -2.555 15.247
C 20.871 -9.407 18.917
H 17.367 -11.603 15.450
N 16.038 -8.548 13.158
H 13.503 -5.029 16.956
C 11.705 -10.728 11.825
C 19.710 -5.132 10.149
C 16.846 -10.701 12.240
H 15.520 -6.206 20.570
H 19.614 -13.222 11.211
H 12.175 -12.681 12.571
H 21.203 -8.978 10.466
C 16.734 -11.451 11.072
C 14.124 -12.475 16.114
N 16.390 -5.069 14.143
C 23.475 -4.336 13.376
H 17.936 -2.632 14.310
H 13.705 -2.397 11.307
C 20.597 -8.145 18.379
N 17.412 -4.208 14.479
O 18.631 -1.923 14.522
C 12.560 -11.674 12.368
Ge 16.984 -8.560 16.174
C 21.581 -3.624 10.274
H 19.934 -8.546 14.520
C 21.508 -3.663 16.888
C 15.477 -12.582 15.752
H 12.593 -11.106 16.684
C 13.776 -3.060 12.169
C 14.427 -5.509 18.853
H 19.830 -11.892 13.344
H 20.795 -6.391 13.828
C 17.743 -12.335 10.695
C 16.327 -11.471 15.768
C 20.474 -4.075 9.598
Pd 17.514 -7.515 13.953
H 21.701 -10.094 15.263
C 14.234 -5.655 17.485
H 18.869 -5.504 9.577
H 19.252 -6.997 17.139
H 17.689 -12.885 9.771
C 14.983 -6.583 16.769
C 15.810 -9.678 12.634
C 18.289 -8.046 10.161
H 21.235 -7.295 18.630
C 15.463 -4.602 13.425
C 20.528 -4.451 16.334
H 17.362 -7.540 9.947
H 16.894 -7.787 19.273
H 20.551 -0.702 15.515
H 11.479 -8.707 11.143
H 15.850 -13.541 15.415
H 22.360 -1.695 16.951
C 16.162 -7.194 18.750
H 23.734 -3.027 11.733
H 24.374 -4.022 13.887
C 18.487 -4.844 14.939
C 20.003 -5.718 11.355
H 13.465 -13.345 16.077
C 21.555 -2.296 16.596
H 22.872 -5.690 14.940
C 21.491 -5.708 13.342
H 20.170 -3.629 8.645
H 18.324 -11.150 17.461
H 21.770 -9.580 19.511
C 20.063 -10.489 18.558
H 20.318 -11.488 18.884
C 13.503 -9.131 11.791
C 23.108 -3.777 12.187
C 12.176 -9.449 11.543
C 20.575 -1.762 15.769
C 13.886 -11.340 12.636
H 14.010 -4.745 10.845
O 18.731 -6.105 15.003
C 18.604 -9.026 17.267
C 22.343 -10.058 11.941
C 13.490 -4.495 11.769
C 21.329 -9.193 11.516
C 15.394 -6.301 19.504
C 18.849 -12.518 11.516
C 21.609 -9.835 14.211
C 19.481 -7.970 17.578
C 13.639 -11.221 16.467
H 23.250 -11.086 13.611
H 13.107 -2.682 12.960
H 13.840 -4.800 19.430
H 18.112 -9.103 10.239
S 14.061 -5.593 13.063

Summary:
HOMO-LUMO gap = 5.02 eV
net charge = -2
F_max = 1.3 eV/A
2S+1 = 1
highest occupied orbital energy = -1.23 eV
lowest unoccupied orbital energy = 3.791 eV

Löwdin atomic charge list, values in e, 4 entries:
1. H 0.053
2. C -0.067
3. H 0.064
4. C -0.326

Entry 2:
Formula: C5H7N
Source: the OMol25 dataset
Level of theory: ωB97M-V/def2-TZVPD

Element x y z (Å)
H 0.944 -1.431 -0.051
C 0.041 0.385 -0.722
N -0.508 2.709 0.309
H -1.110 -0.062 1.871
C 0.337 0.319 -2.020
H 0.629 0.121 2.058
H -0.813 -1.456 -0.166
C -0.304 1.678 -0.192
C -0.132 -0.542 1.665
H -0.085 -1.456 2.244
C 0.019 -0.841 0.169
H 0.629 -0.617 -2.487
H 0.354 1.195 -2.678

Summary:
HOMO-LUMO gap = 10.61 eV
net charge = 0
energy relative to the best compared isomer or geometry (same formula, charge and spin) = 21.2 kcal/mol
F_max = 1.9 eV/A
2S+1 = 1
SMILES = C=C(C#N)CC
highest occupied orbital energy = -10.07 eV
lowest unoccupied orbital energy = 0.540 eV

Löwdin atomic charge list, values in e, 4 entries:
1. H 0.127
2. C -0.319
3. N 0.160
4. H 0.086

Entry 3:
Formula: C8H16Cl3GeN2O3Ru
Source: the OMol25 dataset
Level of theory: ωB97M-V/def2-TZVPD

Element x y z (Å)
Ge -0.328 4.577 -4.497
H -4.086 -0.678 2.301
N -3.529 -0.785 0.276
C 4.601 -0.312 -0.450
H -5.402 -0.125 -0.350
O -1.897 0.217 -0.936
H 1.415 -0.133 2.296
H 5.152 -0.617 1.994
H 5.418 -1.030 -0.300
N 3.635 -0.411 0.592
H 4.144 -0.440 -1.435
C -1.204 -0.658 1.178
H -1.043 -1.743 1.268
H 3.535 -0.397 2.696
O -0.001 0.002 0.794
C -2.246 -0.382 0.092
C -3.980 -1.403 1.479
H 4.022 -1.940 1.981
Cl 1.177 4.380 -5.874
C 1.226 -0.528 1.284
H -4.091 0.006 -1.577
C 2.334 -0.115 0.310
Ru 0.017 1.301 -1.287
H 1.188 -1.630 1.332
C -4.488 -0.587 -0.754
H -1.555 -0.265 2.146
C 4.087 -0.845 1.869
H 5.105 0.672 -0.450
Cl -1.861 5.930 -4.376
H -3.299 -2.176 1.845
O 2.024 0.449 -0.749
H -4.840 -1.553 -1.156
H -4.966 -1.849 1.324
Cl -0.260 3.065 -2.865

Summary:
HOMO-LUMO gap (spin up / spin down) = 5.47 / 3.42 eV
net charge = +4
F_max = 4.2 eV/A
2S+1 = 6
highest occupied orbital energy (spin up / spin down) = -20.69 / -20.56 eV
⟨S²⟩ = 8.77
lowest unoccupied orbital energy (spin up / spin down) = -15.219 / -17.138 eV

Löwdin atomic charge list, values in e, 4 entries:
1. Ge 0.146
2. H 0.172
3. N 0.008
4. C -0.001

Entry 4:
Formula: C25H43Cl2N3O18PS4
Source: the OMol25 dataset
Level of theory: ωB97M-V/def2-TZVPD

Element x y z (Å)
O -6.803 2.931 3.120
O -0.433 -3.288 -3.473
H 1.439 -4.335 -9.086
H -4.099 -1.936 3.019
H -0.063 -4.033 -2.883
C -6.460 4.745 0.347
H -3.542 1.940 3.874
O -7.489 5.222 2.400
O 0.293 -3.843 -5.064
H 3.942 -1.814 -7.691
Cl 2.020 0.664 2.817
H 3.635 1.036 6.054
S 6.859 0.551 5.001
H -3.953 -0.549 5.490
O 3.163 0.045 -7.186
N -0.446 -1.934 3.239
H -3.289 2.390 5.759
H -2.083 1.890 -2.872
C -3.034 -0.689 4.748
O 4.825 0.404 -5.421
C -7.233 5.807 1.125
O -0.600 -4.556 2.591
P -2.958 1.352 -1.864
O -5.345 4.944 3.644
C -2.042 0.598 4.966
H -0.585 1.236 6.698
C 1.424 -3.528 -8.347
C 0.020 -2.950 -8.193
C 2.440 -0.991 2.089
H -2.301 0.598 7.336
C 4.920 -0.915 -5.953
S 0.382 -4.553 -6.321
C 1.596 -1.347 0.699
H -1.062 0.574 4.285
O -0.676 -3.878 -7.363
N -3.796 2.646 -1.272
H -6.625 6.703 1.281
C -0.617 -3.278 2.995
C -1.456 0.459 6.527
C -3.009 0.191 0.702
C -0.704 -2.145 -2.539
O -5.589 4.135 1.298
H 5.962 -1.239 -5.997
S 3.468 1.109 -5.988
C 5.565 1.837 6.709
H -1.783 -1.740 -2.838
H -4.152 0.537 0.683
O 6.895 1.465 6.350
N -2.126 0.496 -0.526
C 4.093 -1.041 1.845
O 1.749 -4.085 -7.075
H -2.457 -1.654 5.069
H -0.045 1.193 -2.552
H -3.649 2.733 -0.243
H 0.045 -1.986 -7.674
H 2.263 -0.890 -0.180
C -3.587 -0.895 3.220
H -0.490 -2.833 -9.152
H -3.854 0.381 -2.508
H 2.234 -1.830 2.911
H 4.705 -0.156 6.844
C -0.661 0.043 -0.553
O 2.434 0.968 -4.987
O 0.269 -5.990 -6.423
Cl 1.618 -3.208 0.365
O 7.262 1.368 3.881
S -6.256 4.225 2.783
H 0.350 -0.674 -3.934
C 4.672 0.716 6.183
H -7.132 3.974 -0.043
C 0.049 -0.801 0.705
H 4.297 -0.368 0.907
H 2.155 -2.765 -8.628
C -2.483 -0.629 2.035
H 4.631 -0.605 2.803
C -2.774 2.050 4.756
H 4.962 -0.397 -8.065
H -4.441 -0.077 3.062
H -0.691 -2.609 -1.456
O 7.467 -0.726 5.305
H 5.482 1.958 7.792
H 4.358 -1.586 -5.294
C 0.303 0.329 -1.846
O 5.243 0.341 4.931
H 1.539 -1.508 -2.730
H -8.169 6.084 0.634
O 3.824 2.378 -6.579
H 4.478 -2.159 1.713
H 5.334 2.788 6.218
C 0.469 -1.026 -2.806
C -0.921 -1.133 2.026
H 1.403 0.627 -1.488
H -5.884 5.176 -0.477
H -1.027 -0.649 6.645
H -1.938 2.820 4.423
C 4.275 -0.836 -7.334

Summary:
HOMO-LUMO gap = 6.94 eV
net charge = +1
F_max = 11.5 eV/A
2S+1 = 1
highest occupied orbital energy = -11.90 eV
lowest unoccupied orbital energy = -4.954 eV

Löwdin atomic charge list, values in e, 4 entries:
1. O -0.247
2. O -0.207
3. H 0.137
4. H 0.135

Entry 5:
Formula: C24H24N6O3ReSSi
Source: the OMol25 dataset
Level of theory: ωB97M-V/def2-TZVPD

Element x y z (Å)
H 5.318 2.866 1.038
C 0.226 -2.569 -1.813
H 0.933 -1.949 0.126
O 0.366 0.561 1.024
H 3.492 -1.045 0.310
C -2.239 -1.551 -0.971
C 1.582 -0.043 -5.594
O 1.574 3.045 -2.359
H -1.105 -3.382 6.142
H -1.614 -3.044 1.914
C -2.490 0.963 1.494
H -0.825 -3.316 -3.514
O 3.195 4.150 -1.474
C 2.779 -0.316 -4.927
C -1.026 -1.233 2.934
H -3.149 4.287 1.519
Si -1.016 -0.201 1.358
N 1.751 0.144 -2.842
H 1.533 -0.129 -6.671
H 3.744 -0.408 -3.005
H 4.444 3.869 -0.091
H -5.465 3.419 1.518
C -0.725 -0.660 4.168
H -3.014 -2.440 -2.760
C -2.131 -2.268 -2.157
N 2.982 -0.210 0.578
C -1.361 -2.585 2.864
C -1.385 -3.359 4.019
H -3.202 -1.150 -0.677
N 2.483 3.175 -1.577
H -0.518 -0.985 6.275
C -1.076 -2.783 5.241
C 0.592 0.437 -3.495
H 3.666 -0.590 -5.481
C -3.794 0.475 1.536
H -0.468 0.596 -5.353
C -0.898 -2.758 -2.590
C -4.631 2.729 1.514
C -1.126 -1.338 -0.168
H -1.640 -4.409 3.957
H -1.243 2.716 1.491
Re 1.225 0.454 -0.860
N 4.545 2.994 0.403
H 1.178 -2.991 -2.114
H -3.985 -0.591 1.599
C -4.864 1.361 1.533
H 2.446 -0.387 1.431
C -0.749 -1.437 5.318
S -0.573 0.963 -2.312
H 4.575 0.761 1.495
C 2.831 -0.212 -3.552
C 0.123 -1.856 -0.603
C -2.259 2.338 1.497
N 2.650 2.081 -0.705
C 0.467 0.346 -4.872
C -3.334 3.220 1.512
H -0.485 0.396 4.240
N 3.871 0.846 0.777
H -5.877 0.982 1.556
C 3.696 2.023 0.153

Summary:
HOMO-LUMO gap (spin up / spin down) = 4.51 / 5.05 eV
net charge = +2
energy relative to the best compared isomer or geometry (same formula, charge and spin) = 30.8 kcal/mol
F_max = 3.8 eV/A
2S+1 = 2
highest occupied orbital energy (spin up / spin down) = -13.36 / -13.36 eV
⟨S²⟩ = 0.77
lowest unoccupied orbital energy (spin up / spin down) = -8.846 / -8.313 eV

Löwdin atomic charge list, values in e, 4 entries:
1. H 0.153
2. C -0.072
3. H 0.098
4. O -0.436

Entry 6:
Formula: C29H40CrN5OP2SSb
Source: the OMol25 dataset
Level of theory: ωB97M-V/def2-TZVPD

Element x y z (Å)
H 0.538 0.055 4.820
H 6.737 -1.253 -2.082
Sb -1.827 2.504 -0.417
C 3.805 0.237 3.912
C -3.788 2.150 0.358
H -2.223 -1.834 -2.430
N -4.668 -2.235 1.232
C 2.039 2.516 0.061
N 0.834 -2.728 -3.513
H -1.077 3.662 1.907
H -0.413 4.612 0.561
H -3.702 1.871 1.407
H -4.160 -0.990 3.344
H 1.778 -2.102 -1.766
C 1.659 3.068 -1.167
C 0.107 0.274 2.013
O -1.046 0.680 2.078
N -1.256 -1.785 -4.315
H 2.474 6.300 -0.602
P -0.138 -0.617 -2.023
C -3.595 -1.490 1.452
H 2.807 0.048 5.803
C 2.683 0.135 4.732
C 2.547 3.346 1.057
C 5.476 0.463 -1.850
C 1.818 4.423 -1.406
C 5.797 -0.878 -1.699
H 4.047 2.011 -1.451
C -0.426 -0.842 -5.198
C 4.285 0.962 -1.338
H 1.277 2.424 -1.954
C 1.412 0.143 4.189
H 2.843 2.938 2.014
C 0.774 0.245 -3.412
C -0.424 -3.059 -4.078
H 1.754 -2.316 -5.350
C 2.422 0.362 1.970
H 0.269 -2.986 -1.509
H -0.304 -1.334 -6.163
H -0.996 0.077 -5.332
H -2.823 4.522 -1.845
C -1.636 -1.135 -3.028
C 1.290 0.242 2.800
H 0.287 1.193 -3.657
C 0.765 -2.248 -2.144
N -3.465 -0.883 2.621
H -3.090 3.028 -2.761
H -4.363 3.070 0.275
H 1.789 0.462 -3.071
C 2.337 5.244 -0.412
H 1.544 4.838 -2.368
P 1.953 0.705 0.232
H -4.289 1.356 -0.192
H -2.261 -0.266 -3.237
H 4.566 0.467 1.909
H -1.495 3.826 -2.795
H -2.132 4.759 0.990
C -1.286 4.075 0.922
C 3.684 0.369 2.529
H 3.089 5.346 1.593
H 3.070 -1.905 0.029
C 3.416 0.104 -0.669
H -0.999 -3.713 -3.421
H -5.369 -2.391 1.940
H -0.297 -3.538 -5.049
H 5.179 -2.783 -0.919
H 2.546 -1.601 -3.939
C 3.736 -1.251 -0.526
H -4.767 -2.730 0.362
C -2.364 3.594 -2.182
H 4.790 0.225 4.360
H -2.110 -2.043 -4.817
Cr -0.446 0.235 0.187
C 1.582 -1.830 -4.390
N 0.835 -0.590 -4.597
C 4.924 -1.739 -1.044
S -2.435 -1.378 0.185
H -2.695 -0.268 2.796
C 2.688 4.707 0.818
H 6.161 1.134 -2.352

Summary:
HOMO-LUMO gap (spin up / spin down) = 7.29 / 7.48 eV
net charge = +3
energy relative to the best compared isomer or geometry (same formula, charge and spin) = 12.2 kcal/mol
F_max = 1.3 eV/A
2S+1 = 4
highest occupied orbital energy (spin up / spin down) = -15.72 / -16.38 eV
⟨S²⟩ = 3.89
lowest unoccupied orbital energy (spin up / spin down) = -8.434 / -8.904 eV

Löwdin atomic charge list, values in e, 4 entries:
1. H 0.136
2. H 0.125
3. Sb 1.336
4. C 0.008

Entry 7:
Formula: C4H6N2O
Source: the OMol25 dataset
Level of theory: ωB97M-V/def2-TZVPD

Element x y z (Å)
C -1.220 -0.514 0.571
O -1.193 1.723 1.645
C 0.727 -0.251 -0.529
H 1.267 0.218 0.555
N 1.663 -0.331 -1.587
N 0.415 1.025 0.134
C -0.722 0.769 0.804
H -0.357 -2.165 -0.651
C -0.302 -1.157 -0.260
H -1.965 1.368 2.102
H 2.521 0.162 -1.365
H 1.281 0.098 -2.425
H -2.116 -0.943 1.007

Summary:
HOMO-LUMO gap = 9.08 eV
net charge = 0
energy relative to the best compared isomer or geometry (same formula, charge and spin) = 67.4 kcal/mol
F_max = 0.4 eV/A
2S+1 = 1
highest occupied orbital energy = -8.34 eV
lowest unoccupied orbital energy = 0.736 eV

Löwdin atomic charge list, values in e, 4 entries:
1. C -0.027
2. O 0.068
3. C -0.451
4. H 0.208

Entry 8:
Formula: CHN3O
Source: the OMol25 dataset
Level of theory: ωB97M-V/def2-TZVPD

Element x y z (Å)
H 2.148 0.308 0.002
N 1.124 0.296 -0.012
N -0.631 -0.865 -0.006
O -2.092 0.968 0.008
N 0.713 -0.882 0.013
C -1.262 0.176 -0.004

Summary:
HOMO-LUMO gap = 10.83 eV
net charge = 0
energy relative to the best compared isomer or geometry (same formula, charge and spin) = 77.1 kcal/mol
F_max = 2.1 eV/A
2S+1 = 1
SMILES = [H]/N=N/N=C=O
highest occupied orbital energy = -10.88 eV
lowest unoccupied orbital energy = -0.048 eV

Löwdin atomic charge list, values in e, 4 entries:
1. H 0.063
2. N 0.056
3. N 0.049
4. O 0.224

Q: Which value of F_max does entry 3 give?
A: 4.2 eV/A

Q: What is the F_max in the eighth record?
A: 2.1 eV/A

Q: What is the F_max in the second record?
A: 1.9 eV/A